(1)
Entry from OMol25: a structure of composition C17H25N2OOsPSe2 (the ωB97M-V functional and the def2-TZVPD basis).

Structure (XYZ):
```
49
Properties=species:S:1:pos:R:3:forces:R:3:nbo_charge:R:1
Os 1.4165 -0.8481 0.8737 -0.1 -0.1 0.0 0.843
N 3.5567 -0.7256 1.0737 0.0 0.0 0.0 -0.755
C 3.9858 -1.3655 2.3482 0.0 0.0 0.0 -0.244
C 3.1808 -2.6293 2.5253 0.0 0.0 0.0 -0.249
N 1.7339 -2.2629 2.4549 0.1 -0.1 0.0 -0.756
H 3.9393 -1.2431 0.2813 0.0 0.0 0.0 0.418
H 3.9396 0.2150 1.0215 0.0 0.0 0.0 0.420
H 3.7906 -0.6606 3.1570 0.0 0.0 0.0 0.222
H 5.0543 -1.5792 2.3320 0.0 0.0 0.0 0.248
H 3.4129 -3.1170 3.4709 0.0 0.0 0.0 0.247
H 3.3744 -3.3309 1.7147 0.0 0.0 0.0 0.232
H 1.4278 -1.8867 3.3499 0.0 0.0 0.0 0.417
H 1.1817 -3.1043 2.2927 0.0 0.0 0.0 0.423
Se -0.8409 -0.5219 1.6065 0.0 0.0 0.0 -0.085
P -0.9572 1.3028 0.3272 0.0 0.0 0.0 1.111
Se 1.2654 1.3785 0.0667 0.0 0.1 0.0 -0.049
C -1.7768 0.9504 -1.2106 0.0 0.0 0.0 -0.392
C -3.1038 0.5147 -1.1511 0.0 0.0 0.0 -0.203
C -3.7836 0.2582 -2.3284 0.0 0.0 0.0 -0.187
C -3.1475 0.4402 -3.5518 0.0 0.0 0.0 -0.148
C -1.8311 0.8757 -3.6060 0.0 0.0 0.0 -0.185
C -1.1337 1.1280 -2.4338 0.0 0.0 0.0 -0.208
C -1.6751 2.7052 1.1277 0.0 0.0 0.0 -0.419
C -2.5105 3.5612 0.4024 0.0 0.0 0.0 -0.175
C -3.0284 4.6835 1.0267 0.0 0.0 0.0 -0.195
C -2.7157 4.9471 2.3531 0.0 0.0 0.0 -0.125
C -1.8821 4.0955 3.0726 0.0 0.0 0.0 -0.193
C -1.3565 2.9734 2.4635 0.0 0.0 0.0 -0.185
H -3.6066 0.3832 -0.1993 0.0 0.0 0.0 0.234
H -4.8102 -0.0794 -2.2916 0.0 0.0 0.0 0.246
H -3.6848 0.2433 -4.4697 0.0 0.0 0.0 0.245
H -1.3470 1.0232 -4.5617 0.0 0.0 0.0 0.242
H -0.1088 1.4729 -2.4828 0.0 0.0 0.0 0.229
H -2.7534 3.3525 -0.6307 0.0 0.0 0.0 0.236
H -3.6775 5.3519 0.4784 0.0 0.0 0.0 0.246
H -3.1264 5.8243 2.8350 0.0 0.0 0.0 0.245
H -1.6494 4.3094 4.1064 0.0 0.0 0.0 0.244
H -0.7121 2.3043 3.0221 0.0 0.0 0.0 0.225
C 0.6945 -3.9072 -1.5213 0.0 0.0 0.1 -0.628
C 1.0798 -2.4453 -1.4894 0.0 0.1 0.0 0.074
C 1.9342 -2.0111 -2.6609 0.0 0.0 0.0 -0.633
O 1.8561 -2.2245 -0.2714 0.0 0.0 0.0 -0.591
H 0.1020 -4.1102 -2.4127 0.0 0.0 0.0 0.246
H 0.0951 -4.1765 -0.6507 0.0 0.0 0.0 0.217
H 1.5846 -4.5358 -1.5528 0.0 0.0 0.0 0.229
H 0.1860 -1.8142 -1.4183 0.0 0.0 0.0 0.182
H 2.8425 -2.6113 -2.7209 0.0 0.0 0.0 0.229
H 2.2071 -0.9571 -2.5803 0.0 0.0 0.0 0.212
H 1.3775 -2.1468 -3.5880 0.0 0.0 0.0 0.245
```
Positions in Å, forces in eV/Å.

Results
HOMO level (alpha / beta)   -15.1 / -15.1 eV
E_LUMO (alpha / beta)   -8.02 / -8.02 eV
Charge   +2
Maximum force   0.002 Eh/bohr
HOMO-LUMO gap (alpha / beta)   7.04 / 7.04 eV

(2)
Entry from OMol25: an isolated molecule of C17H25N3O3 in a non-equilibrium geometry (the ωB97M-V functional and the def2-TZVPD basis).

Structure (XYZ):
```
48
Properties=species:S:1:pos:R:3:forces:R:3:nbo_charge:R:1
C -2.9020 3.7421 6.5843 -7.4 3.9 -1.5 -0.611
C -4.1505 3.0312 5.8989 2.9 -3.1 -1.2 -0.044
H -4.3211 1.9941 6.4226 0.2 2.0 -1.3 0.202
H -5.0271 3.5911 5.8160 -1.2 0.9 0.2 0.192
O -3.9409 2.7489 4.3105 1.4 -0.4 2.1 -0.574
C -2.9800 1.7598 4.0085 -4.6 3.3 -0.3 0.782
O -2.5332 1.0429 4.7703 2.9 -3.7 6.0 -0.551
C -2.7596 1.5059 2.6605 -1.8 4.6 -4.6 -0.270
C -3.1246 2.4974 1.7418 -0.6 1.4 -1.2 -0.139
C -2.8596 2.5175 0.4181 3.1 -3.1 -1.8 -0.243
C -1.9360 1.2881 0.0459 -3.3 4.2 -5.0 0.236
C -1.6729 0.2124 0.8390 -3.2 6.5 -0.2 -0.329
C -2.2041 0.5055 2.0674 5.4 -8.1 5.7 0.009
H -1.6849 -0.2673 2.9613 -2.0 1.6 -2.5 0.202
H -1.3220 -0.6156 0.4680 2.2 -4.4 -1.3 0.247
N -1.7194 1.3957 -1.4830 -4.3 2.4 4.0 -0.639
C -0.8897 0.7865 -2.2052 7.0 -4.1 2.2 0.826
O -0.8836 0.5559 -3.3726 -0.1 0.1 -1.2 -0.619
N 0.2444 0.2743 -1.2488 -1.3 -3.4 -9.1 -0.733
H 0.4484 0.6181 -0.4060 1.0 1.9 3.5 0.377
C 1.3187 -0.5554 -1.9996 4.7 6.8 2.2 -0.199
H 1.3977 -0.4555 -3.0538 -1.1 0.1 -0.8 0.234
H 2.4075 0.0101 -1.6691 -2.6 -0.6 -1.1 0.127
C 1.4979 -1.8158 -1.3964 -1.4 -4.4 2.3 -0.293
N 2.2039 -3.1262 -1.7958 3.0 5.5 0.1 -0.393
C 3.6206 -2.6660 -1.5352 2.0 -4.1 -4.0 -0.213
C 4.3429 -1.8071 -2.7839 3.0 1.4 9.1 -0.461
C 4.3113 -2.6104 -3.8897 -0.9 2.6 -9.6 -0.414
C 2.8696 -2.5344 -4.4404 -2.4 -0.7 4.8 -0.416
C 2.0398 -3.2772 -3.2558 0.8 -5.3 -0.3 -0.252
H 0.9862 -3.4507 -3.3624 -0.8 0.8 -0.6 0.208
H 2.3123 -4.5082 -3.3033 -0.1 3.0 -0.5 0.176
H 2.6382 -3.1064 -5.2589 -0.2 -1.4 -2.2 0.213
H 2.3037 -1.5650 -4.5653 1.7 -0.4 0.1 0.212
H 4.7788 -1.9395 -4.8640 0.0 -2.0 2.5 0.191
H 4.7911 -3.5817 -3.8436 -0.4 -0.1 0.0 0.238
H 5.3892 -2.0102 -2.3603 -0.8 1.0 -0.3 0.212
H 4.2806 -0.6564 -2.6780 -0.7 -2.0 -1.0 0.244
H 3.7938 -2.2265 -0.6097 -0.2 0.9 1.7 0.196
H 4.2971 -3.7195 -1.5294 -1.5 2.6 0.0 0.163
H 1.5075 -1.6482 -0.3048 0.5 -0.6 -0.3 0.189
H 0.5871 -2.2096 -1.5925 -3.9 -1.3 0.3 0.193
H -2.4028 1.8140 -2.1180 -0.5 0.2 1.2 0.410
H -3.1530 3.3133 -0.4071 0.8 -1.8 2.2 0.245
H -3.6072 3.3343 2.0924 -1.3 1.7 1.0 0.221
H -2.1714 3.1089 6.6072 4.6 -3.3 0.3 0.212
H -2.7653 4.7203 6.0559 0.5 -1.0 0.5 0.215
H -3.3572 3.9844 7.5638 0.8 -0.1 -0.1 0.217
```
Positions in Å, forces in eV/Å.

Results
HOMO level   -8.4 eV
SMILES   CCOC(=O)c1ccc(NC(=O)NCCN2CCCCC2)cc1
E_LUMO   0.11 eV
Maximum force   0.219 Eh/bohr
HOMO-LUMO gap   8.53 eV

(3)
Entry from OMol25: an isolated molecule of C17H25N3O4S2 (the ωB97M-V functional and the def2-TZVPD basis).

Structure (XYZ):
```
51
Properties=species:S:1:pos:R:3:forces:R:3:nbo_charge:R:1
C -0.6490 3.5111 -2.5346 0.0 0.0 -0.1 -0.246
H -0.3659 4.5331 -2.8134 0.0 0.0 0.0 0.170
H -1.7260 3.3938 -2.6288 0.0 0.0 -0.1 0.199
H -0.1409 2.8080 -3.2066 0.0 0.0 0.0 0.167
O -0.3345 3.2477 -1.1918 0.1 0.1 0.4 -0.543
C 1.0359 3.3862 -0.9112 0.1 0.0 0.0 -0.071
H 1.3943 4.3806 -1.2175 0.0 -0.1 0.0 0.177
C 1.2535 3.2457 0.5959 -0.1 0.5 -0.5 -0.260
N 0.8107 1.9647 1.1093 0.0 -0.3 0.0 -0.423
C 1.5299 0.8331 0.9215 0.2 -0.6 0.2 0.336
N 1.1841 -0.3408 1.3604 0.4 0.0 0.0 -0.577
C 0.0178 -0.4409 2.0274 -0.5 0.8 0.2 0.254
C -0.7824 0.6373 2.2613 0.2 -0.5 0.1 -0.345
C -0.4160 1.9583 1.8277 0.1 -0.4 0.1 0.641
O -1.0151 2.9880 2.0354 -0.3 0.2 0.1 -0.593
S -2.2515 0.2733 3.1239 -0.2 -0.2 0.1 0.269
C -1.7247 -1.4954 3.3909 -0.2 0.4 0.1 -0.291
C -2.8815 -2.4321 3.0969 0.1 0.1 0.1 -0.613
H -3.7414 -2.1800 3.7126 -0.1 -0.1 0.0 0.217
H -3.1699 -2.3606 2.0506 0.0 0.0 -0.1 0.215
H -2.5895 -3.4588 3.3096 0.0 -0.1 0.0 0.213
C -0.4999 -1.7576 2.5076 0.0 0.1 0.0 -0.476
H 0.2726 -2.3029 3.0521 0.0 0.0 0.0 0.233
H -0.7790 -2.3505 1.6305 0.0 0.0 0.0 0.254
H -1.4599 -1.5518 4.4498 0.0 -0.1 -0.1 0.215
S 3.0567 0.9713 0.0637 0.4 0.1 -0.2 0.280
C 3.6271 -0.7583 0.0223 -0.2 0.3 -0.1 -0.607
H 4.6976 -0.6907 -0.1666 -0.1 0.0 0.0 0.258
H 3.4215 -1.2003 0.9944 0.1 0.0 0.0 0.256
C 2.9568 -1.5172 -1.1221 0.1 0.0 0.5 0.663
O 3.4692 -1.6180 -2.2159 0.3 0.1 -0.4 -0.627
N 1.7777 -2.0619 -0.7759 -0.5 -0.3 0.1 -0.636
H 1.3690 -1.8029 0.1183 0.3 0.0 -0.1 0.436
C 0.9114 -2.7094 -1.7275 -0.3 0.0 -0.1 -0.241
H 0.7005 -3.7290 -1.3892 0.0 0.0 -0.1 0.203
H 1.4357 -2.7443 -2.6851 -0.1 -0.1 0.1 0.240
C -0.4153 -1.9652 -1.8880 0.4 0.0 -0.4 0.096
C -0.2911 -0.4878 -2.2917 -0.1 -0.2 0.1 -0.437
H -0.2689 -0.3725 -3.3728 0.0 0.0 -0.1 0.218
C -1.5233 0.1626 -1.6453 0.0 -0.1 0.2 -0.440
H -1.2522 1.0338 -1.0521 0.0 0.0 0.0 0.230
H -2.2514 0.4746 -2.3916 0.0 0.1 0.0 0.209
C -2.1031 -0.9561 -0.7603 -0.4 0.2 -0.1 -0.075
H -2.9978 -1.3919 -1.2281 0.1 0.0 0.1 0.164
H -2.3601 -0.6185 0.2437 0.0 0.0 0.0 0.197
O -1.1023 -1.9477 -0.6472 0.3 -0.2 0.1 -0.553
H 0.6295 -0.0715 -1.8824 0.1 0.0 0.0 0.209
H -1.0287 -2.5024 -2.6312 0.1 0.0 0.1 0.169
H 0.6425 3.9944 1.1083 0.2 -0.1 -0.1 0.269
H 2.3118 3.3879 0.8280 -0.1 0.1 0.0 0.219
H 1.6155 2.6318 -1.4655 -0.1 0.1 0.0 0.179
```
Positions in Å, forces in eV/Å.

Results
HOMO level   -7.8 eV
SMILES   COCCn1c(SCC(=O)NC[C@@H]2CCCO2)nc2c(c1=O)S[C@@H](C)C2
E_LUMO   0.55 eV
Maximum force   0.019 Eh/bohr
HOMO-LUMO gap   8.33 eV

(4)
Entry from OMol25: an isolated molecule of C17H25NO2 in a non-equilibrium geometry (the ωB97M-V functional and the def2-TZVPD basis).

Structure (XYZ):
```
45
Properties=species:S:1:pos:R:3:forces:R:3:nbo_charge:R:1
O 2.1755 -1.8441 0.0409 -0.5 -1.9 2.5 -0.553
O -2.7340 -1.4617 -1.2224 -1.3 -0.7 -0.4 -0.749
C 1.7735 -1.1125 -0.8151 1.9 1.3 0.1 0.553
C 2.6541 -1.0555 -1.9321 -0.5 0.3 -3.5 -0.337
C 2.4921 -0.2317 -2.9874 -1.5 -0.8 0.8 0.130
N -1.1980 0.9479 3.6879 0.1 -0.5 -1.3 -0.489
C 3.3043 -0.3427 -4.2182 1.4 -1.3 -0.8 -0.665
C -1.1214 0.6487 5.0909 2.6 -0.2 -0.4 -0.382
C -2.4310 0.5578 3.0050 0.1 -2.1 -1.0 -0.205
C 0.0294 1.1870 2.8583 1.1 0.1 0.0 -0.196
C 1.3295 0.7574 -2.9489 2.9 -0.9 2.1 -0.436
C -0.9014 -0.4865 -2.3509 0.5 -1.0 -2.7 -0.430
C -2.1777 -0.4278 1.7561 1.8 0.2 3.5 -0.408
C 1.0443 0.9514 0.3890 0.3 -0.9 1.0 -0.388
C -0.1479 1.1592 1.2831 -2.9 0.2 1.3 -0.207
C 0.2417 0.4060 -1.9589 -1.4 1.8 0.7 -0.207
C -1.3018 -1.4450 -1.2663 -0.3 2.1 0.6 0.123
C -1.2296 0.1433 0.7755 0.3 0.3 -0.5 -0.208
C 0.6717 -0.1449 -0.6119 0.4 -0.5 0.0 -0.152
C -0.4834 -0.9458 0.0139 -1.6 0.0 -1.6 -0.209
H -3.2047 -1.7241 -2.0935 1.9 0.6 2.1 0.484
H 3.2302 -1.9432 -2.0810 1.0 -0.2 0.4 0.216
H 4.1659 0.3910 -4.2073 -1.0 -0.8 -0.3 0.237
H 2.7085 -0.2809 -5.1500 0.2 0.6 0.5 0.223
H 3.7114 -1.4122 -4.3029 -0.1 1.6 0.4 0.226
H -1.8622 1.1624 5.6554 -0.8 0.7 0.4 0.186
H -1.2460 -0.4415 5.3404 0.5 0.7 -0.2 0.167
H -0.0999 1.0733 5.4028 -1.4 -1.0 0.1 0.199
H -3.1873 -0.0321 3.6213 1.2 1.2 -0.1 0.204
H -2.8362 1.4948 2.6984 -1.2 0.5 -0.7 0.179
H 0.4333 2.2227 3.0633 -0.4 -0.8 0.1 0.178
H 0.9077 0.5249 3.0868 -0.9 0.0 0.2 0.177
H 1.0198 0.8979 -3.9207 -1.1 0.4 -2.1 0.219
H 1.9044 1.6438 -2.6488 -0.7 0.6 0.0 0.223
H -1.7616 0.0990 -2.6866 0.1 -0.2 0.0 0.221
H -0.5807 -1.1509 -3.1778 -0.2 0.5 -0.2 0.201
H -3.0028 -0.7781 1.2442 -2.3 -0.2 -0.8 0.227
H -1.7630 -1.3886 2.1656 0.0 0.9 0.1 0.189
H 1.8406 0.6397 1.0204 0.9 -0.8 0.6 0.223
H 1.4574 1.8227 -0.0444 0.0 1.1 -0.9 0.215
H -0.6283 2.1122 1.1061 0.1 0.5 -0.3 0.199
H -0.2570 1.3784 -1.7953 0.3 -0.1 0.4 0.209
H -0.9228 -2.3948 -1.4512 0.4 -2.0 -0.6 0.159
H -1.8805 0.7080 0.0542 0.8 -0.4 0.2 0.206
H -0.1362 -1.8849 0.5123 -0.3 1.3 0.4 0.249
```
Positions in Å, forces in eV/Å.

Results
HOMO level   -7.5 eV
SMILES   CC1=CC(=O)[C@]23C[C@@H]4CN(C)CC[C@@H]4[C@H]2[C@@H](O)C[C@@H]3C1
E_LUMO   0.60 eV
Maximum force   0.077 Eh/bohr
HOMO-LUMO gap   8.11 eV

Results for energy above the lowest of the compared OMol25 structures with the same formula, charge and spin: 0.000; 13.650; 0.000; 4.566 (in eV, following the order of the records).